1.
The following is a DFT calculation (wB97M-V/def2-TZVPD) of one molecule with the formula C18H22N4O2.

Calculated values
E_HOMO	-8.3	eV
orbital gap	8.782	eV
energy relative to the best compared isomer or geometry (same formula, charge and spin)	61.8	kcal per mole
strongest force on any atom	0.1068	hartree/bohr
E_tot	-1068.5873	Ha

XYZ file:
```
46
Properties=species:S:1:pos:R:3:forces:R:3
O -0.81678 3.46896 0.39412 -2.9 -2.3 -0.3
N 1.86433 2.32082 -3.44060 0.7 1.1 -1.3
O 1.14390 -2.71493 3.48979 -1.1 0.9 -0.3
C -0.03118 3.60336 -0.53328 0.2 -1.0 2.8
C 0.35641 -0.89973 -3.18558 0.0 1.2 0.1
C 1.14662 -1.01643 -4.29121 -0.6 -0.6 0.2
C 1.26023 3.07667 -2.55870 0.6 0.3 1.4
C 1.45374 1.05624 -3.58480 0.0 1.9 1.8
C 0.37809 2.64466 -1.55187 -0.2 -1.2 -2.0
C 0.57626 0.50746 -2.69395 -2.1 -2.5 1.9
C 0.06167 1.26564 -1.56452 0.3 1.0 -1.7
N 0.70257 4.67023 -0.26617 4.4 2.8 -1.8
N 1.84994 0.15926 -4.49665 0.0 -0.1 -0.5
N -0.70449 0.78294 -0.55096 -1.8 0.7 -0.6
C -2.20162 -1.62569 1.60832 1.7 0.1 -0.3
C -1.26684 -2.34096 2.62811 1.0 -2.8 -2.2
C -2.08485 -0.14499 1.90438 1.3 -0.1 1.0
C -1.63045 -1.99299 0.19248 0.6 1.5 0.4
C 0.30588 -0.37967 2.84260 -0.2 -1.1 -2.3
C 0.77073 -2.19411 1.18980 -0.5 1.7 -1.2
C 0.28622 -1.95362 2.57718 -1.0 1.5 0.6
C -0.60008 0.34915 1.76549 0.0 -0.2 2.3
C -0.11971 -1.50630 0.12290 0.1 -0.3 0.7
C 0.01865 -0.00255 0.43281 -1.4 0.6 -0.7
H 1.99566 -2.24849 3.49407 -0.4 -0.2 0.0
H -0.38610 -1.66079 -2.90336 0.5 0.7 0.1
H 1.09670 -1.86270 -4.98300 0.6 0.6 0.2
H 1.58630 4.10451 -2.31185 0.2 -0.5 -1.5
H 0.67416 4.95409 0.68303 -0.7 0.3 0.7
H 1.68239 4.70944 -0.55791 -0.6 0.0 -0.3
H 2.57456 0.40614 -5.13679 0.1 -0.4 -0.5
H -1.33064 1.56147 -0.20631 1.4 -1.2 0.2
H -3.26228 -1.92974 1.67299 0.6 -0.2 0.3
H -1.69244 -2.34458 3.57309 -0.5 0.5 2.1
H -1.35297 -3.42662 2.31270 0.5 0.8 0.5
H -2.29876 0.02756 2.99478 -0.5 0.0 -1.1
H -2.77270 0.32926 1.23907 -0.4 1.1 -0.2
H -2.21375 -1.52481 -0.66763 0.6 -0.8 1.1
H -1.59901 -3.08328 0.19396 -0.3 0.0 -0.7
H 1.30122 0.06480 2.77982 0.2 -0.3 0.0
H -0.08456 -0.14424 3.77298 -0.7 0.2 2.1
H 1.79800 -1.87810 1.02294 0.3 0.4 0.3
H 0.78868 -3.17982 0.91115 -0.1 -2.9 0.0
H -0.58710 1.45837 2.09398 0.2 -1.6 -1.3
H 0.30920 -1.82241 -0.85212 -0.3 0.7 0.5
H 1.05420 0.35652 0.44473 0.2 -0.4 0.0
```
Forces are in eV/Å.

***

2.
The following is a DFT calculation (wB97M-V/def2-TZVPD) of one molecule with the formula C18H22N4O2.

Calculated values
E_HOMO	-8.1	eV
orbital gap	8.766	eV
energy relative to the best compared isomer or geometry (same formula, charge and spin)	51.0	kcal per mole
strongest force on any atom	0.0698	hartree/bohr
E_tot	-1068.6046	Ha

XYZ file:
```
46
Properties=species:S:1:pos:R:3:forces:R:3
O 1.27177 1.85694 2.73750 0.4 0.3 -0.7
N -0.96277 -1.79157 4.36327 -1.3 -2.2 1.1
O 0.69726 -0.69930 -4.46812 -0.3 -1.9 -2.8
C 1.25905 0.86450 3.44584 0.6 2.1 0.5
C -2.39907 -1.92954 1.07942 0.4 0.1 0.2
C -2.94275 -3.04879 1.63598 1.8 1.4 1.4
C -0.14046 -0.76424 4.45423 -1.3 -2.5 0.0
C -1.56132 -2.15225 3.18344 1.7 1.7 2.5
C 0.10554 -0.07039 3.33537 3.0 1.8 -0.7
C -1.41677 -1.36970 2.05234 -1.6 -0.9 -1.4
C -0.49347 -0.32968 2.10600 0.0 1.6 -2.0
N 2.28465 0.81626 4.43595 -0.8 -0.2 -1.3
N -2.38888 -3.21730 2.96732 -2.0 -0.7 -0.6
N -0.25303 0.48064 0.97410 -0.4 -2.4 -0.6
C 0.58857 2.20998 -2.29989 0.2 1.8 0.6
C 0.71762 1.42498 -3.62170 1.4 0.9 1.0
C -0.79118 2.00696 -1.62577 -1.0 1.2 0.0
C 1.65877 1.73802 -1.27399 -2.2 -1.0 -0.8
C -0.95077 -0.14982 -2.77962 -0.4 -0.9 1.3
C 1.62918 -0.46708 -2.34224 -1.4 -0.3 0.6
C 0.44845 -0.02379 -3.33396 2.3 1.4 2.1
C -1.07482 0.50637 -1.36596 -1.3 0.7 0.3
C 1.37745 0.22610 -0.98853 1.3 1.3 -0.1
C -0.02847 -0.06316 -0.39715 0.1 1.5 -0.6
H 0.99086 -1.57827 -4.21436 -0.1 -0.2 -0.3
H -2.73764 -1.53267 0.11830 0.6 -0.2 0.3
H -3.55105 -3.76350 1.13465 -0.5 -0.4 0.3
H 0.44268 -0.53692 5.35723 -0.9 -0.4 0.0
H 3.10713 1.43719 4.22891 -1.5 -1.2 0.5
H 2.36656 0.00024 5.02461 0.5 0.2 -0.2
H -2.98557 -3.66336 3.70507 1.3 0.7 -0.9
H 0.16902 1.35708 1.12360 0.7 0.8 0.6
H 0.77485 3.33706 -2.54574 -0.5 -1.8 0.6
H 0.11455 1.85773 -4.41523 -0.2 -0.1 -0.1
H 1.80026 1.47650 -3.89047 -0.8 0.2 -0.3
H -1.54496 2.36178 -2.32612 -0.2 -0.1 -0.4
H -0.99648 2.73729 -0.78569 0.8 -1.1 -0.3
H 2.59087 1.87914 -1.74039 1.5 -0.1 -0.3
H 1.62503 2.32835 -0.39290 -0.1 0.6 0.9
H -1.64861 0.20984 -3.54794 0.0 0.3 0.4
H -1.20287 -1.18703 -2.62398 0.0 -0.8 -0.2
H 2.70785 -0.29382 -2.75925 -2.2 -0.2 0.6
H 1.44639 -1.54553 -2.16010 0.5 0.1 -0.3
H -2.11210 0.30390 -0.81146 1.9 0.7 -1.6
H 2.11796 -0.12478 -0.28659 0.3 -0.2 0.5
H -0.10933 -1.11436 -0.46599 -0.3 -1.4 0.7
```
Forces are in eV/Å.

***

3.
The following is a DFT calculation (wB97M-V/def2-TZVPD) of one molecule with the formula C18H22N4O4.

Calculated values
E_HOMO	-8.2	eV
orbital gap	8.881	eV
energy relative to the best compared isomer or geometry (same formula, charge and spin)	88.1	kcal per mole
strongest force on any atom	0.0163	hartree/bohr
E_tot	-1219.0924	Ha

XYZ file:
```
48
Properties=species:S:1:pos:R:3:forces:R:3
O 0.18436 1.30169 -2.33087 -0.1 -0.1 -0.1
C 0.91492 1.70636 -1.44358 0.1 0.0 -0.1
N 2.22725 1.93622 -1.52895 0.3 0.2 0.3
C 3.03507 1.67083 -2.69560 -0.1 0.0 -0.3
C 4.18794 0.75531 -2.36730 0.0 0.2 0.1
N 4.22379 -0.40377 -3.00605 -0.4 0.0 -0.3
C 5.20998 -1.24304 -2.74490 0.3 -0.2 0.1
C 6.21402 -0.97667 -1.82693 -0.1 0.1 0.0
C 6.17982 0.23663 -1.15690 -0.1 0.0 0.0
C 5.15146 1.12193 -1.43134 0.0 -0.2 -0.1
H 5.10003 2.07970 -0.93528 0.0 0.1 0.1
H 6.94289 0.48979 -0.43508 0.0 0.0 0.0
H 6.99853 -1.69381 -1.64321 0.1 -0.1 0.0
H 5.18787 -2.17164 -3.30001 0.1 -0.1 0.0
H 3.41810 2.61622 -3.10024 -0.1 -0.1 0.0
H 2.39119 1.19358 -3.43761 0.2 0.1 0.1
H 2.67092 2.24507 -0.67108 -0.2 0.0 0.0
C 0.38237 2.01011 -0.03723 -0.1 0.1 0.2
O 1.12662 2.33655 0.87276 0.0 0.0 0.0
N -0.94302 1.86805 0.02970 -0.3 -0.2 -0.4
C -1.71011 1.95360 1.23844 -0.1 -0.1 0.6
H -2.49027 2.71133 1.11898 0.1 -0.1 0.1
H -1.02287 2.25344 2.03348 -0.1 0.0 0.0
C -2.40063 0.61715 1.61001 0.2 0.3 0.0
C -1.39853 -0.44590 1.94733 0.4 0.2 -0.6
C -0.27629 -0.92541 1.33374 -0.5 0.3 0.3
C 0.24041 -1.93610 2.18112 -0.3 -0.2 0.4
C -0.60031 -1.99835 3.24634 0.7 -0.4 -0.3
O -1.59259 -1.10258 3.11589 -0.4 0.2 0.2
H -0.60458 -2.60986 4.12653 -0.1 0.0 0.2
H 1.11667 -2.52718 2.01223 0.2 -0.2 0.0
H 0.14397 -0.61390 0.39999 0.0 0.1 -0.2
N -3.37869 0.29272 0.57304 -0.1 0.1 0.0
C -3.01837 -0.68127 -0.44554 -0.1 -0.4 0.0
H -1.97073 -0.57222 -0.71888 0.0 0.0 -0.1
C -3.28489 -2.13336 -0.01749 0.3 0.1 -0.1
O -4.61060 -2.31349 0.43326 -0.2 0.0 -0.1
C -4.90442 -1.42897 1.49340 -0.1 0.3 0.0
C -4.72820 0.02394 1.03881 -0.1 -0.3 0.1
H -4.98488 0.71260 1.84481 0.0 0.0 0.0
H -5.40202 0.20732 0.19520 -0.1 0.0 0.1
H -5.93865 -1.62854 1.77853 0.0 0.0 0.1
H -4.24492 -1.63634 2.35096 -0.1 0.0 0.0
H -3.16030 -2.80665 -0.86715 0.1 0.0 0.0
H -2.58347 -2.42989 0.77658 0.0 0.0 -0.1
H -3.63544 -0.46000 -1.32334 0.1 -0.1 0.0
H -2.95241 0.80968 2.53783 0.1 0.0 -0.1
H -1.41097 1.58917 -0.82439 0.2 0.1 0.0
```
Forces are in eV/Å.

***

4.
The following is a DFT calculation (wB97M-V/def2-TZVPD) of C18H22N5O3PS2V as an isolated structure.

Calculated values
multiplicity	2
E_HOMO (alpha / beta)	-13.3 / -13.3	eV
orbital gap (alpha / beta)	5.125 / 5.926	eV
energy relative to the best compared isomer or geometry (same formula, charge and spin)	21.1	kcal per mole
net charge	+2
strongest force on any atom	0.0108	hartree/bohr
E_tot	-3279.9391	Ha

XYZ file:
```
52
Properties=species:S:1:pos:R:3:forces:R:3
V -1.38197 0.27951 -0.08983 -0.2 0.1 -0.1
S -3.63946 -0.16163 -0.27379 0.1 -0.1 0.0
C -3.57285 1.59029 -0.23764 0.0 0.1 0.0
C -4.61443 2.50060 -0.17706 0.0 0.0 0.0
C -4.28226 3.84146 -0.07386 0.0 0.0 0.0
C -2.94549 4.25121 -0.01809 0.0 0.0 0.0
C -1.95649 3.30301 -0.07740 0.0 0.0 0.0
N -2.28926 2.00337 -0.20962 0.1 0.1 0.1
H -5.63893 2.15822 -0.19223 0.0 0.0 0.0
H -5.06905 4.58275 -0.02039 0.0 0.0 0.0
H -2.68663 5.29490 0.08096 0.0 0.0 0.0
H -0.90189 3.53709 -0.02558 0.0 0.0 0.0
N 2.22953 -4.75584 4.27623 0.0 0.0 0.0
C 1.71777 -3.60838 3.79621 0.0 0.1 0.0
C 1.09195 -3.57586 2.52844 0.0 0.0 -0.1
C 0.56529 -2.40866 2.04475 0.0 0.0 0.1
C 0.64994 -1.24346 2.81363 -0.1 0.2 -0.1
C 1.27603 -1.24849 4.06258 0.0 0.0 0.0
C 1.80225 -2.41696 4.54671 0.0 0.0 0.0
S -0.00766 0.22923 2.24686 0.3 0.0 -0.1
O 0.06931 1.27643 3.19622 0.0 0.0 0.1
O -1.45890 -0.05708 1.76901 -0.2 -0.3 -0.2
N 0.42763 0.58651 0.72667 -0.2 -0.2 0.1
C 1.76716 0.77240 0.38014 0.5 0.1 0.0
N 2.03948 1.00559 -0.89610 -0.3 0.0 0.0
C 3.32976 1.18991 -1.18213 0.1 0.1 0.0
C 4.32778 1.13621 -0.22905 -0.1 0.0 0.1
C 3.91773 0.87045 1.06968 0.1 0.1 -0.1
N 2.64123 0.68983 1.37886 -0.3 0.0 0.0
H 2.14855 -5.61788 3.76752 0.0 0.0 0.0
H 2.64757 -4.79366 5.18895 0.0 0.0 0.0
H 1.02467 -4.48556 1.94627 0.0 0.0 0.0
H 0.08123 -2.39596 1.07515 0.0 -0.1 0.0
H 1.33907 -0.33359 4.63537 0.0 0.0 0.0
H 2.28374 -2.43139 5.51550 0.0 0.0 0.0
H 3.56873 1.39776 -2.21932 0.0 0.0 0.0
H 5.36448 1.29617 -0.48195 0.0 0.0 0.0
H 4.62395 0.80904 1.88904 0.0 0.0 0.0
C 0.94594 -0.47730 -3.81544 -0.1 0.0 0.1
P -0.75098 -0.30530 -3.30606 0.0 -0.1 -0.5
C -1.68864 -1.77275 -3.69588 0.1 0.1 0.0
C -1.49274 1.11336 -4.09773 0.1 -0.1 0.1
O -0.79761 -0.08350 -1.76530 0.0 -0.1 0.5
H 1.00029 -0.57213 -4.90050 0.0 0.0 0.0
H 1.37943 -1.36168 -3.34821 0.0 0.0 0.0
H 1.49162 0.40588 -3.48396 0.0 0.0 0.0
H -1.62542 -1.97773 -4.76550 0.0 0.0 0.0
H -2.73305 -1.62148 -3.42125 0.0 0.0 0.0
H -1.28252 -2.62291 -3.14746 0.0 0.0 0.0
H -1.50986 0.96964 -5.17885 0.0 0.0 0.0
H -0.91024 2.00540 -3.86554 0.0 0.0 0.0
H -2.51581 1.23298 -3.73901 0.0 0.0 0.0
```
Forces are in eV/Å.